# CH6BN

2 unconnected molecules or ions with the total composition CH6BN (ωB97M-V/def2-TZVPD, OMol25).

Geometry as XYZ:
```
9
Properties=species:S:1:pos:R:3:forces:R:3:nbo_charge:R:1
B -0.3523 -1.0983 1.3834 0.97 5.14 -1.06 0.610
C 0.2281 0.5049 -1.1768 0.94 0.99 -0.18 -0.421
N 0.5891 0.3947 0.2027 -1.35 -3.16 3.32 -0.824
H -0.4234 -2.2455 1.3610 0.37 -0.85 -0.74 -0.121
H -0.8404 -0.4316 2.2907 0.53 -0.58 -0.61 -0.123
H -0.6510 1.0754 -1.3074 -1.39 0.29 -0.47 0.168
H 0.9702 0.9977 -1.8127 0.53 0.52 0.49 0.176
H 0.2074 -0.4143 -1.6649 -0.68 -1.87 -0.54 0.190
H 0.2723 1.2170 0.7241 0.07 -0.47 -0.21 0.345
```
Positions in Å, forces in eV/Å.

F_max = 5.3 eV Å⁻¹
ΔE to the lowest compared entry with this formula, charge and spin = 477.0 kJ/mol
E_HOMO = -8.467 eV
LUMO energy = -0.2 eV
Electronic energy = -121.1627 Ha
Net charge = 0